[1]
Density functional theory data (the ωB97M-V functional and the def2-TZVPD basis) for a structure of composition C29H21ClGeN2O4PdSbSe4.

```
64
C29H21ClGeN2O4PdSbSe4 | the Open Molecules 2025 dataset | the ωB97M-V functional and the def2-TZVPD basis
Pd -0.52250 0.01443 -0.35274
O 0.76667 -5.28850 -2.32809
C -0.14096 -4.76133 -3.12187
O -0.68318 -5.38682 -3.99684
C -0.56648 -3.35215 -2.83178
C -1.50796 -2.64834 -3.56409
Cl -2.37227 -3.07747 -4.95181
N -1.64866 -1.41921 -3.02680
N -0.82002 -1.28485 -1.97613
C -0.16244 -2.43191 -1.84792
C 0.86567 -2.49707 -0.73841
O 1.55490 -3.50749 -0.63248
O 0.94573 -1.45743 -0.01336
C -2.33491 -0.30013 -3.58928
C -1.57727 0.76834 -4.04147
C -2.23007 1.84518 -4.62171
C -3.61231 1.83269 -4.75154
C -4.34949 0.74931 -4.29304
C -3.71234 -0.32898 -3.70047
H 1.07179 -4.65876 -1.60874
H -0.49828 0.75091 -3.94337
H -1.65255 2.68361 -4.98999
H -4.11769 2.67071 -5.21341
H -5.42728 0.74721 -4.38638
H -4.27201 -1.17561 -3.32189
Se 1.17067 5.35286 2.54594
Sb 0.59535 3.36700 3.62803
Se -1.80352 3.20092 4.25922
Se 1.74179 1.92857 5.04633
Se 0.80646 1.31139 1.41194
C 2.91370 2.33109 -4.31277
C 3.29469 1.63462 -3.17413
C 2.49847 1.67256 -2.03903
C 1.31932 2.41794 -2.03289
C 0.93913 3.10654 -3.18720
C 1.73408 3.06562 -4.32137
Ge 0.19473 2.38984 -0.47190
C -0.89124 3.95239 -0.17664
C -0.61780 5.15953 -0.80843
C -1.32115 6.30658 -0.45726
C -2.29336 6.25191 0.52547
C -2.56774 5.04859 1.16876
C -1.86864 3.90901 0.82184
C -2.41979 0.64191 -0.53033
C -3.17980 -0.39873 0.00990
C -4.56427 -0.31038 0.02799
C -5.19859 0.80383 -0.50638
C -4.44310 1.80648 -1.08516
C -3.05324 1.72433 -1.11167
H 3.53641 2.30066 -5.19738
H 4.21039 1.05844 -3.17100
H 2.78997 1.11571 -1.15482
H 0.01182 3.66934 -3.20745
H 1.43937 3.60447 -5.21276
H 0.16617 5.22849 -1.55363
H -1.09576 7.24596 -0.94496
H -2.83199 7.14895 0.80196
H -3.32437 5.00443 1.94210
H -2.08814 2.97322 1.32315
H -2.70178 -1.28742 0.41249
H -5.14377 -1.11525 0.46213
H -6.27792 0.87988 -0.48124
H -4.92733 2.66508 -1.53442
H -2.50214 2.50638 -1.60997
```

* spin multiplicity: 2
* relative energy (zero: lowest compared OMol25 entry of this formula, charge and spin): 0.000 eV
* F_max: 0.61 eV Å⁻¹
* energy: -382025.43880 eV
* orbital gap (alpha / beta): 6.613 / 5.808 eV
* charge: 0

Löwdin atomic charge list, values in e, 8 entries: Pd 0.707; O 0.135; C -0.506; O 0.083; C -0.029; C -0.564; Cl 0.853; N -0.048

[2]
Density functional theory data (the ωB97M-V functional and the def2-TZVPD basis) for a structure of composition C29H21F6N4O14PdS2.

```
77
C29H21F6N4O14PdS2 | the Open Molecules 2025 dataset | the ωB97M-V functional and the def2-TZVPD basis
Pd -0.44676 -0.19779 0.21042
O -0.91865 7.46001 -0.19662
C 0.16397 6.80449 -0.83679
C 0.06436 5.31897 -0.63129
C 0.99962 4.47979 -1.22168
C 0.91367 3.11634 -1.00450
N -0.04495 2.56363 -0.26837
C -0.96069 3.36300 0.26779
C -0.93539 4.74723 0.13530
C -2.04373 2.67162 1.02183
C -3.32975 3.18927 1.09486
C -4.31174 2.47017 1.76054
C -5.72267 2.98156 1.86891
O -5.91724 3.76080 3.04804
C -3.95575 1.26491 2.34685
C -2.64923 0.82055 2.22787
N -1.71564 1.50286 1.56760
H -0.82818 8.40565 -0.33733
H 1.12111 7.15415 -0.43333
H 0.16160 7.00852 -1.91335
H 1.79412 4.87890 -1.84177
H 1.62503 2.42254 -1.43483
H -1.67667 5.36588 0.61876
H -3.56695 4.12378 0.60353
H -6.42207 2.13991 1.83978
H -5.95381 3.64269 1.03520
H -5.62023 3.23848 3.80045
H -4.69038 0.64365 2.84539
H -2.34323 -0.12920 2.64892
O 1.56564 0.17589 -0.73665
C 2.10528 -0.09143 0.36927
O 1.44261 -0.24001 1.42509
C 3.59779 -0.25797 0.41611
C 4.23999 -0.41001 1.63898
C 5.61412 -0.56795 1.68765
C 6.31624 -0.57941 0.49429
C 5.69985 -0.44265 -0.73736
C 4.32571 -0.27864 -0.76736
N 7.77926 -0.74551 0.53655
O 8.31064 -0.84089 1.62672
O 8.38242 -0.75472 -0.51985
H 3.64226 -0.40906 2.54020
H 6.14183 -0.68585 2.62189
H 6.29161 -0.46892 -1.63982
H 3.79669 -0.16996 -1.70430
O -0.62908 -2.54444 1.87565
C -0.07724 -2.90665 0.84036
O 0.08921 -2.17874 -0.20895
C 0.48097 -4.30370 0.72083
C 0.24324 -5.21278 1.74012
C 0.74268 -6.51697 1.68914
C 1.48601 -6.84609 0.58361
O 2.07201 -8.05301 0.28040
C 2.81699 -7.82831 -0.91392
O 2.47590 -6.54608 -1.41946
C 1.72664 -5.94061 -0.43226
C 1.23817 -4.66215 -0.40248
H -0.34196 -4.87713 2.58533
H 0.55761 -7.23422 2.47701
H 2.55335 -8.58954 -1.64945
H 3.88738 -7.85836 -0.68335
H 1.40396 -3.94904 -1.19722
F -5.50497 -0.99484 -2.20220
C -4.94354 -0.61579 -1.06306
F -5.58365 -1.22860 -0.06112
F -5.11786 0.70109 -0.91446
S -3.13161 -1.08319 -1.00138
O -2.90231 -1.38642 0.38368
O -2.97417 -2.08537 -2.00290
N -2.32492 0.27572 -1.24436
S -2.32724 0.96302 -2.69426
O -3.48855 0.59399 -3.44931
O -1.97215 2.34086 -2.56793
C -0.88726 0.16988 -3.60428
F 0.10160 1.05244 -3.75729
F -1.28851 -0.21140 -4.81708
F -0.42242 -0.88885 -2.96296
```

* spin multiplicity: 3
* relative energy (zero: lowest compared OMol25 entry of this formula, charge and spin): 0.786 eV
* F_max: 0.70 eV Å⁻¹
* energy: -106493.52767 eV
* orbital gap (alpha / beta): 7.201 / 7.202 eV
* charge: -1

Löwdin atomic charge list, values in e, 8 entries: Pd 1.157; O -0.060; C -0.212; C -0.186; C -0.011; C -0.108; N 0.110; C -0.213

[3]
Density functional theory data (the ωB97M-V functional and the def2-TZVPD basis) for a structure of composition C29H21N4O4Pt in a non-equilibrium geometry.

```
59
C29H21N4O4Pt | the Open Molecules 2025 dataset | the ωB97M-V functional and the def2-TZVPD basis
Pt -2.65220 1.25740 -0.15715
C -4.14017 0.61236 -1.82967
C -4.55284 1.89880 -1.43273
C -4.81663 1.83165 -0.03684
C -4.79040 0.43670 0.36778
C -4.31258 -0.30146 -0.74460
H -3.73017 0.41773 -2.80826
H -4.40146 2.80670 -1.98447
H -5.05508 2.63227 0.65328
H -4.92941 0.09111 1.37238
H -4.01994 -1.33469 -0.73587
C 3.72245 -5.16309 -5.68963
O 2.68578 -4.96362 -4.69482
C 3.03614 -4.42596 -3.53496
C 2.01404 -4.26083 -2.58366
C 2.28926 -3.73603 -1.36336
C 3.61314 -3.37957 -1.00759
C 4.66505 -3.58807 -1.93785
C 4.36290 -4.08442 -3.18777
N 3.87468 -2.67998 0.16028
N 2.98422 -2.34018 1.04489
C 2.14367 -1.30667 0.63784
C 2.49455 -0.45021 -0.40969
C 1.52789 0.31541 -1.00054
C 0.17027 0.34559 -0.49127
O -0.76515 0.93440 -1.10259
C -0.09661 -0.34190 0.72378
N -1.29835 -0.17493 1.25160
C -1.56159 -0.77892 2.40455
C -0.69131 -1.67736 3.01651
C 0.53033 -1.90091 2.40771
C 0.88981 -1.17426 1.25659
H 3.23002 -5.50864 -6.56591
H 4.42423 -5.92345 -5.33807
H 4.25823 -4.24152 -5.88795
H 0.99950 -4.48698 -2.88892
H 1.52390 -3.64683 -0.61573
H 5.66005 -3.26778 -1.67692
H 5.12042 -4.22665 -3.92168
H 3.48587 -0.43791 -0.83572
H 1.77882 0.94987 -1.83640
H -2.51038 -0.56419 2.85378
H -0.96880 -2.15994 3.94121
H 1.21918 -2.61599 2.79651
O 0.13460 3.12305 0.22869
C -0.75021 3.39107 0.99551
N -1.99340 2.74708 1.07658
C -2.68013 3.16030 2.22462
O -3.68501 2.61862 2.61403
C -1.89275 4.30052 2.83912
C -2.15501 5.09754 3.93394
C -1.19639 6.05362 4.25242
C -0.05330 6.22533 3.48413
C 0.20860 5.40300 2.39495
C -0.74135 4.43655 2.09499
H -3.04324 4.94528 4.54860
H -1.34357 6.67407 5.13872
H 0.65609 6.97427 3.77813
H 1.12376 5.46263 1.80751
```

* spin multiplicity: 5
* relative energy (zero: lowest compared OMol25 entry of this formula, charge and spin): 0.425 eV
* F_max: 1.79 eV Å⁻¹
* energy: -47800.36520 eV
* orbital gap (alpha / beta): 6.700 / 5.756 eV
* charge: +1

Löwdin atomic charge list, values in e, 8 entries: Pt 1.377; C -0.157; C -0.117; C -0.165; C -0.116; C -0.141; H 0.125; H 0.119

[4]
Density functional theory data (the ωB97M-V functional and the def2-TZVPD basis) for a structure of composition C29H22BrN3O2Sn.

```
58
C29H22BrN3O2Sn | the Open Molecules 2025 dataset | the ωB97M-V functional and the def2-TZVPD basis
Sn 0.68689 -0.95320 0.37686
N -1.60421 -2.23680 0.10116
C -2.75941 -1.70180 0.68896
C -3.64741 -2.56500 1.32536
C -4.79631 -2.10540 1.93706
C -5.06351 -0.74820 1.92706
C -4.17911 0.11540 1.30926
C -3.01951 -0.32340 0.66606
C -2.16571 0.72140 0.04986
C -2.84371 1.77150 -0.57864
C -2.18791 2.90840 -1.00284
C -0.82701 3.03020 -0.79014
C -0.13771 1.96840 -0.23804
C -0.76371 0.78550 0.16426
H -1.60531 -3.25270 0.11626
H -1.47231 -1.93000 -0.85554
H -3.41951 -3.62280 1.33356
H -5.48021 -2.79930 2.40426
H -5.94941 -0.36340 2.40726
H -4.39521 1.17300 1.32886
H -3.90821 1.67700 -0.75954
H -2.73911 3.69290 -1.50094
H -0.30441 3.92390 -1.10014
H 0.93639 2.04980 -0.12544
C 0.25929 -0.14210 5.17526
C 1.55209 0.12750 5.59636
C 2.56189 0.18290 4.65596
C 2.25479 -0.03590 3.31226
N 1.01239 -0.32000 2.92316
C 0.04929 -0.36770 3.82466
C 3.27879 0.06180 2.26376
C 4.64259 -0.04190 2.53356
C 5.54929 0.07390 1.49346
C 5.07749 0.31850 0.21496
C 3.70879 0.39420 0.03076
N 2.83919 0.24830 1.01756
H -0.55571 -0.17780 5.88096
H 1.77109 0.30710 6.63796
H 3.57059 0.40960 4.95956
H -0.93781 -0.57820 3.44256
H 4.99809 -0.23440 3.53346
H 6.60759 -0.03460 1.67786
H 5.74069 0.42310 -0.62854
H 3.28829 0.56700 -0.94584
Br 3.23459 0.33640 -4.21864
C 1.45979 0.10330 -4.83604
C 1.17399 0.34070 -6.17114
C -0.12321 0.18030 -6.62404
C -1.12991 -0.20750 -5.75504
C -0.82971 -0.46200 -4.43324
C 0.46969 -0.32210 -3.96164
C 0.70679 -0.66400 -2.52524
O 0.01089 -1.58140 -2.04354
O 1.54249 -0.03270 -1.85794
H 1.95169 0.64840 -6.85434
H -0.35341 0.35580 -7.66284
H -2.14381 -0.31900 -6.10544
H -1.59281 -0.77270 -3.73564
```

* relative energy (zero: lowest compared OMol25 entry of this formula, charge and spin): 0.837 eV
* F_max: 0.99 eV Å⁻¹
* energy: -114870.58881 eV
* orbital gap: 6.799 eV
* charge: 0

Löwdin atomic charge list, values in e, 8 entries: Sn 1.333; N 0.014; C -0.264; C -0.043; C -0.096; C -0.095; C -0.044; C -0.133

What did the fourth record say?
Density functional theory data (the ωB97M-V functional and the def2-TZVPD basis) for a structure of composition C29H22BrN3O2Sn.

```
58
C29H22BrN3O2Sn | the Open Molecules 2025 dataset | the ωB97M-V functional and the def2-TZVPD basis
Sn 0.68689 -0.95320 0.37686
N -1.60421 -2.23680 0.10116
C -2.75941 -1.70180 0.68896
C -3.64741 -2.56500 1.32536
C -4.79631 -2.10540 1.93706
C -5.06351 -0.74820 1.92706
C -4.17911 0.11540 1.30926
C -3.01951 -0.32340 0.66606
C -2.16571 0.72140 0.04986
C -2.84371 1.77150 -0.57864
C -2.18791 2.90840 -1.00284
C -0.82701 3.03020 -0.79014
C -0.13771 1.96840 -0.23804
C -0.76371 0.78550 0.16426
H -1.60531 -3.25270 0.11626
H -1.47231 -1.93000 -0.85554
H -3.41951 -3.62280 1.33356
H -5.48021 -2.79930 2.40426
H -5.94941 -0.36340 2.40726
H -4.39521 1.17300 1.32886
H -3.90821 1.67700 -0.75954
H -2.73911 3.69290 -1.50094
H -0.30441 3.92390 -1.10014
H 0.93639 2.04980 -0.12544
C 0.25929 -0.14210 5.17526
C 1.55209 0.12750 5.59636
C 2.56189 0.18290 4.65596
C 2.25479 -0.03590 3.31226
N 1.01239 -0.32000 2.92316
C 0.04929 -0.36770 3.82466
C 3.27879 0.06180 2.26376
C 4.64259 -0.04190 2.53356
C 5.54929 0.07390 1.49346
C 5.07749 0.31850 0.21496
C 3.70879 0.39420 0.03076
N 2.83919 0.24830 1.01756
H -0.55571 -0.17780 5.88096
H 1.77109 0.30710 6.63796
H 3.57059 0.40960 4.95956
H -0.93781 -0.57820 3.44256
H 4.99809 -0.23440 3.53346
H 6.60759 -0.03460 1.67786
H 5.74069 0.42310 -0.62854
H 3.28829 0.56700 -0.94584
Br 3.23459 0.33640 -4.21864
C 1.45979 0.10330 -4.83604
C 1.17399 0.34070 -6.17114
C -0.12321 0.18030 -6.62404
C -1.12991 -0.20750 -5.75504
C -0.82971 -0.46200 -4.43324
C 0.46969 -0.32210 -3.96164
C 0.70679 -0.66400 -2.52524
O 0.01089 -1.58140 -2.04354
O 1.54249 -0.03270 -1.85794
H 1.95169 0.64840 -6.85434
H -0.35341 0.35580 -7.66284
H -2.14381 -0.31900 -6.10544
H -1.59281 -0.77270 -3.73564
```

* relative energy (zero: lowest compared OMol25 entry of this formula, charge and spin): 0.837 eV
* F_max: 0.99 eV Å⁻¹
* energy: -114870.58881 eV
* orbital gap: 6.799 eV
* charge: 0

Löwdin atomic charge list, values in e, 8 entries: Sn 1.333; N 0.014; C -0.264; C -0.043; C -0.096; C -0.095; C -0.044; C -0.133

The highest energy belongs to which entry? C29H21N4O4Pt

What did the fourth record say?
Density functional theory data (the ωB97M-V functional and the def2-TZVPD basis) for a structure of composition C29H22BrN3O2Sn.

```
58
C29H22BrN3O2Sn | the Open Molecules 2025 dataset | the ωB97M-V functional and the def2-TZVPD basis
Sn 0.68689 -0.95320 0.37686
N -1.60421 -2.23680 0.10116
C -2.75941 -1.70180 0.68896
C -3.64741 -2.56500 1.32536
C -4.79631 -2.10540 1.93706
C -5.06351 -0.74820 1.92706
C -4.17911 0.11540 1.30926
C -3.01951 -0.32340 0.66606
C -2.16571 0.72140 0.04986
C -2.84371 1.77150 -0.57864
C -2.18791 2.90840 -1.00284
C -0.82701 3.03020 -0.79014
C -0.13771 1.96840 -0.23804
C -0.76371 0.78550 0.16426
H -1.60531 -3.25270 0.11626
H -1.47231 -1.93000 -0.85554
H -3.41951 -3.62280 1.33356
H -5.48021 -2.79930 2.40426
H -5.94941 -0.36340 2.40726
H -4.39521 1.17300 1.32886
H -3.90821 1.67700 -0.75954
H -2.73911 3.69290 -1.50094
H -0.30441 3.92390 -1.10014
H 0.93639 2.04980 -0.12544
C 0.25929 -0.14210 5.17526
C 1.55209 0.12750 5.59636
C 2.56189 0.18290 4.65596
C 2.25479 -0.03590 3.31226
N 1.01239 -0.32000 2.92316
C 0.04929 -0.36770 3.82466
C 3.27879 0.06180 2.26376
C 4.64259 -0.04190 2.53356
C 5.54929 0.07390 1.49346
C 5.07749 0.31850 0.21496
C 3.70879 0.39420 0.03076
N 2.83919 0.24830 1.01756
H -0.55571 -0.17780 5.88096
H 1.77109 0.30710 6.63796
H 3.57059 0.40960 4.95956
H -0.93781 -0.57820 3.44256
H 4.99809 -0.23440 3.53346
H 6.60759 -0.03460 1.67786
H 5.74069 0.42310 -0.62854
H 3.28829 0.56700 -0.94584
Br 3.23459 0.33640 -4.21864
C 1.45979 0.10330 -4.83604
C 1.17399 0.34070 -6.17114
C -0.12321 0.18030 -6.62404
C -1.12991 -0.20750 -5.75504
C -0.82971 -0.46200 -4.43324
C 0.46969 -0.32210 -3.96164
C 0.70679 -0.66400 -2.52524
O 0.01089 -1.58140 -2.04354
O 1.54249 -0.03270 -1.85794
H 1.95169 0.64840 -6.85434
H -0.35341 0.35580 -7.66284
H -2.14381 -0.31900 -6.10544
H -1.59281 -0.77270 -3.73564
```

* relative energy (zero: lowest compared OMol25 entry of this formula, charge and spin): 0.837 eV
* F_max: 0.99 eV Å⁻¹
* energy: -114870.58881 eV
* orbital gap: 6.799 eV
* charge: 0

Löwdin atomic charge list, values in e, 8 entries: Sn 1.333; N 0.014; C -0.264; C -0.043; C -0.096; C -0.095; C -0.044; C -0.133

Which of these has the lowest relative energy (zero: lowest compared OMol25 entry of this formula, charge and spin)? C29H21ClGeN2O4PdSbSe4